Record 1
{"formula": "C32H42F4N3O3STeTi", "method": "ωB97M-V/def2-TZVPD", "species": ["Ti", "C", "C", "N", "C", "C", "C", "C", "N", "C", "C", "F", "C", "F", "C", "C", "F", "C", "F", "H", "H", "H", "H", "H", "H", "H", "H", "H", "H", "H", "H", "H", "H", "H", "C", "Te", "C", "C", "C", "C", "C", "C", "C", "H", "H", "H", "H", "H", "H", "H", "H", "C", "C", "C", "O", "H", "H", "H", "H", "H", "H", "O", "S", "C", "C", "C", "C", "H", "H", "H", "H", "H", "H", "H", "H", "O", "N", "C", "C", "C", "C", "C", "H", "H", "H", "H", "H"], "positions_angstrom": [[-1.030471, 0.257136, 0.689943], [-0.115448, -3.527812, 1.411664], [-1.022560, -2.802824, 2.403044], [-0.679854, -1.393946, 2.671570], [0.495947, -1.259417, 3.548688], [1.833543, -1.655865, 2.938265], [-1.830269, -0.752063, 3.333800], [-1.624605, 0.764215, 3.534064], [-0.807272, 1.286755, 2.447410], [0.261147, 2.070564, 2.734378], [1.418306, 1.929973, 1.950947], [1.383169, 0.946389, 0.996789], [2.560248, 2.668187, 2.130405], [3.622100, 2.438365, 1.340282], [2.634630, 3.620973, 3.130169], [1.516222, 3.779446, 3.926226], [1.530898, 4.702938, 4.899653], [0.362378, 3.040535, 3.745274], [-0.702534, 3.302957, 4.528012], [-0.691165, -4.284745, 0.878014], [0.273284, -2.839260, 0.661951], [0.721849, -4.029364, 1.892155], [-2.032325, -2.795960, 1.996293], [-1.059654, -3.351691, 3.357022], [0.562090, -0.214705, 3.842189], [0.318760, -1.835654, 4.470816], [1.939068, -1.254824, 1.930110], [2.636496, -1.240575, 3.549483], [1.978280, -2.731866, 2.895450], [-2.696449, -0.921548, 2.690318], [-2.045618, -1.226575, 4.304774], [-2.613801, 1.231920, 3.560573], [-1.159309, 0.958533, 4.502364], [3.521323, 4.217753, 3.278890], [3.940050, 0.065651, -1.126728], [2.393844, 1.120185, -2.158076], [3.568387, 0.709162, -3.900172], [4.957388, 0.411347, -3.391616], [6.058681, 0.434014, -4.242242], [7.327273, 0.150565, -3.762872], [7.504751, -0.161453, -2.421695], [6.412534, -0.188113, -1.569881], [5.135644, 0.096873, -2.044783], [3.610094, -0.955238, -0.934714], [4.140794, 0.554325, -0.176673], [3.557963, 1.565627, -4.571009], [3.149635, -0.148183, -4.426553], [5.918824, 0.683714, -5.287536], [8.177380, 0.180602, -4.432088], [8.494263, -0.375625, -2.039045], [6.549215, -0.424168, -0.521119], [-1.403377, 1.697247, -3.084319], [-1.067001, 2.199884, -1.713776], [-0.626134, 3.617974, -1.520810], [-0.908966, 1.372586, -0.772009], [-0.493276, 1.571544, -3.686152], [-2.044977, 2.401727, -3.618367], [-1.896530, 0.726197, -3.027590], [-1.313033, 4.316995, -2.002890], [0.365607, 3.783662, -1.961691], [-0.566386, 3.851661, -0.457625], [-3.053774, 0.942343, 0.745414], [-3.845035, 0.566197, -0.503455], [-5.175925, 1.805997, -0.602575], [-6.448618, 1.197002, -0.020262], [-6.386324, -0.294036, -0.348224], [-4.984975, -0.739511, 0.042526], [-5.285693, 2.060719, -1.657402], [-4.797670, 2.674771, -0.066776], [-7.337949, 1.671872, -0.433919], [-6.468339, 1.339136, 1.061761], [-6.550761, -0.450930, -1.417393], [-7.141708, -0.871000, 0.185407], [-4.661178, -1.683860, -0.387222], [-4.851879, -0.766740, 1.125776], [-1.768349, -1.400478, -0.057104], [-1.654209, -2.013354, -1.290952], [-0.496158, -1.767715, -2.024290], [-0.013776, -2.700257, -2.890663], [-0.639610, -3.952198, -3.045381], [-1.772859, -4.204496, -2.246257], [-2.241830, -3.269446, -1.376273], [-0.058447, -0.788256, -1.894993], [0.867880, -2.442117, -3.464173], [-0.254073, -4.695927, -3.725352], [-2.293559, -5.151511, -2.306088], [-3.086238, -3.422887, -0.721108]], "forces_ev_per_a": [[0.242, -0.621, 0.020], [0.000, -0.001, 0.009], [-0.007, 0.004, 0.005], [-0.077, 0.041, -0.013], [0.024, -0.017, -0.030], [-0.008, 0.005, -0.001], [-0.013, 0.062, 0.009], [-0.006, 0.062, -0.027], [0.035, 0.139, 0.096], [-0.022, 0.003, -0.027], [-0.021, 0.006, 0.022], [-0.001, 0.074, -0.026], [0.007, 0.008, 0.006], [0.002, -0.002, 0.000], [0.011, 0.006, 0.001], [-0.014, -0.012, -0.005], [0.000, 0.001, 0.000], [0.022, 0.004, 0.008], [-0.009, 0.004, 0.001], [0.006, -0.006, 0.010], [-0.008, 0.001, -0.007], [0.007, 0.005, 0.003], [0.007, 0.008, -0.010], [-0.018, 0.000, -0.004], [-0.007, -0.001, 0.001], [0.003, -0.004, -0.002], [0.001, 0.006, 0.001], [0.002, 0.000, -0.001], [-0.001, -0.002, -0.005], [-0.019, 0.012, 0.017], [0.009, 0.003, 0.006], [0.006, 0.016, 0.027], [0.016, -0.048, 0.005], [0.000, -0.003, 0.000], [0.001, -0.018, -0.001], [-0.028, 0.020, 0.002], [0.037, -0.026, 0.014], [-0.002, -0.001, 0.003], [-0.002, -0.007, -0.002], [0.000, 0.002, -0.002], [0.004, 0.001, 0.001], [-0.002, -0.009, -0.004], [0.004, 0.004, 0.004], [0.007, -0.005, 0.004], [-0.002, 0.010, -0.007], [0.010, 0.011, 0.011], [0.000, 0.007, -0.013], [0.000, 0.000, 0.000], [0.000, 0.000, 0.000], [0.000, 0.000, 0.000], [-0.001, 0.000, 0.001], [-0.043, 0.005, 0.056], [0.196, 0.002, -0.063], [-0.040, -0.038, 0.017], [-0.163, 0.169, -0.117], [-0.016, -0.001, -0.020], [-0.006, 0.003, 0.000], [0.006, 0.000, 0.000], [-0.004, 0.000, -0.005], [-0.002, 0.017, 0.012], [0.001, 0.001, 0.001], [-0.275, -0.014, 0.080], [0.107, 0.125, 0.059], [-0.023, -0.013, 0.026], [0.000, -0.003, -0.009], [-0.004, 0.011, 0.000], [-0.009, -0.025, -0.047], [-0.006, -0.026, -0.005], [-0.001, 0.016, -0.022], [-0.002, 0.012, 0.016], [0.015, -0.013, 0.003], [0.002, -0.006, 0.000], [-0.004, 0.005, 0.000], [-0.001, -0.002, -0.014], [0.012, -0.010, -0.002], [0.086, 0.059, -0.093], [0.005, -0.003, -0.013], [-0.021, 0.004, -0.004], [-0.001, 0.022, 0.003], [-0.013, -0.014, -0.005], [0.005, 0.011, -0.012], [-0.008, 0.000, 0.020], [0.006, -0.029, 0.023], [0.002, -0.002, 0.002], [-0.001, 0.001, -0.002], [0.001, -0.001, 0.003], [0.003, -0.002, 0.012]], "lowdin_spin": [0.01, 0.00, 0.00, 0.00, 0.00, 0.00, 0.00, 0.00, 0.00, 0.00, 0.00, 0.00, 0.00, 0.00, 0.00, 0.00, 0.00, 0.00, 0.00, 0.00, 0.00, 0.00, 0.00, 0.00, 0.00, 0.00, 0.00, 0.00, 0.00, 0.00, 0.00, 0.00, 0.00, 0.00, 0.00, 0.00, 0.00, 0.00, 0.00, 0.00, 0.00, 0.00, 0.00, 0.00, 0.00, 0.00, 0.00, 0.00, 0.00, 0.00, 0.00, 0.00, 0.00, 0.00, 0.00, 0.00, 0.00, 0.00, 0.00, 0.00, 0.00, 0.00, 0.00, 0.00, 0.00, 0.00, 0.00, 0.00, 0.00, 0.00, 0.00, 0.00, 0.00, 0.00, 0.00, 0.04, 0.25, 0.16, 0.03, 0.26, 0.03, 0.15, 0.01, 0.00, 0.02, 0.00, 0.01], "gap_ev": [5.39, 5.39], "s_squared": 0.78, "max_force_ha_per_bohr": 0.0130, "de_lowest_kj_mol": 4.9, "multiplicity": 2, "e_tot_ha": -3549.55549}

---

Record 2
{"formula": "C25H71N5O10", "method": "ωB97M-V/def2-TZVPD", "species": ["C", "O", "H", "H", "H", "H", "C", "C", "C", "O", "C", "N", "H", "H", "H", "H", "H", "H", "H", "H", "H", "H", "H", "C", "C", "C", "O", "C", "N", "H", "H", "H", "H", "H", "H", "H", "H", "H", "H", "H", "C", "C", "C", "O", "C", "N", "H", "H", "H", "H", "H", "H", "H", "H", "H", "H", "H", "C", "C", "C", "O", "C", "N", "H", "H", "H", "H", "H", "H", "H", "H", "H", "H", "H", "C", "C", "C", "O", "C", "N", "H", "H", "H", "H", "H", "H", "H", "H", "H", "H", "H", "C", "C", "O", "O", "H", "H", "H", "H", "H", "H", "C", "C", "O", "O", "H", "H", "H", "H", "H", "H"], "positions_angstrom": [[-1.078761, -0.803552, -0.242929], [-0.954818, -1.069803, 1.044377], [-1.588194, 0.158028, -0.305691], [-0.132891, -0.688773, -0.772320], [-1.582744, -1.569387, -0.832494], [-0.041117, -1.012064, 1.333202], [0.587373, -0.501203, 5.423213], [2.080713, -1.188084, 5.435860], [2.287420, -2.208737, 4.343666], [1.960045, -1.741852, 3.023664], [2.112598, -2.686823, 1.920374], [3.085461, -0.197399, 5.192103], [-0.195770, -1.259335, 5.425530], [0.386898, 0.056253, 4.508248], [0.556892, 0.222839, 6.237414], [2.217796, -1.652883, 6.412220], [1.596108, -2.997046, 4.641596], [3.290393, -2.620913, 4.232962], [3.061649, -3.196660, 1.754623], [1.796842, -2.139195, 1.032399], [1.521469, -3.582034, 2.113433], [3.125037, -0.108262, 4.186822], [2.809134, 0.619050, 5.718562], [-1.265691, 4.162404, 2.481110], [-0.929355, 2.686849, 2.745368], [-1.570227, 2.169728, 4.088634], [-0.904133, 2.779559, 5.250092], [-1.688853, 3.761123, 5.975051], [-1.523970, 1.999871, 1.616662], [-1.250939, 4.807566, 3.359537], [-2.280353, 4.112906, 2.085984], [-0.613377, 4.589542, 1.719443], [0.144575, 2.521948, 2.832472], [-1.343550, 1.104501, 4.043673], [-2.638750, 2.383168, 4.060349], [-2.464465, 3.235254, 6.531814], [-2.074261, 4.574584, 5.360357], [-0.997888, 4.377247, 6.550442], [-1.198585, 1.043892, 1.597990], [-1.182635, 2.389707, 0.749713], [2.166565, 2.942067, 0.951230], [2.523756, 1.466431, 0.619839], [4.066105, 1.124690, 0.817016], [4.324451, -0.298444, 0.588046], [5.546852, -0.789896, 1.167325], [1.644880, 0.632989, 1.437796], [2.378110, 3.203375, 1.988082], [1.112024, 3.143129, 0.762477], [2.633043, 3.693355, 0.313997], [2.225065, 1.129286, -0.372742], [4.351173, 1.529418, 1.788111], [4.604538, 1.770163, 0.123071], [5.466862, -1.859868, 0.975340], [5.410724, -0.543365, 2.220317], [6.299153, -0.315088, 0.537495], [1.953468, -0.328653, 1.427053], [1.756038, 1.000720, 2.371878], [5.007299, -2.460179, -2.238789], [3.704529, -1.695928, -2.723918], [2.875559, -2.563273, -3.747162], [1.693634, -2.054157, -4.387574], [0.719519, -1.524090, -3.482596], [3.025891, -1.464593, -1.491683], [4.798854, -3.419948, -1.766036], [5.574043, -1.883697, -1.507638], [5.607476, -2.494708, -3.148015], [3.904350, -0.785656, -3.289222], [2.583060, -3.543979, -3.371993], [3.563780, -2.708140, -4.579909], [-0.086461, -1.116725, -4.092971], [1.022534, -0.687547, -2.852930], [0.239206, -2.276621, -2.857208], [3.657651, -0.915465, -0.926487], [2.920789, -2.406774, -1.143325], [0.509139, 1.807528, -6.694467], [-0.935191, 1.255707, -6.688712], [-1.773360, 1.651754, -5.499812], [-1.256444, 1.141672, -4.321075], [-1.946082, 1.403373, -3.128388], [-1.733213, 1.512943, -7.885573], [1.100342, 1.171943, -7.353719], [0.976925, 1.780765, -5.710311], [0.477917, 2.848115, -7.017414], [-0.866906, 0.174122, -6.572036], [-2.718234, 1.114110, -5.578950], [-2.013696, 2.710805, -5.406282], [-1.913775, 2.447745, -2.817985], [-1.589520, 0.801351, -2.292606], [-2.964242, 1.033255, -3.248629], [-2.391533, 2.250274, -7.678066], [-1.137971, 1.656581, -8.688788], [-4.386134, -3.343955, -3.963842], [-4.376571, -1.877757, -3.449780], [-5.624409, -1.249624, -3.518657], [-5.437128, -4.035196, -3.357313], [-3.458658, -3.803762, -3.622570], [-4.431456, -3.571469, -5.028871], [-3.608378, -1.326328, -3.991893], [-4.022277, -1.846440, -2.419443], [-5.567103, -0.881961, -4.403608], [-5.477405, -4.879432, -3.812552], [-3.872640, -0.905106, 2.916181], [-4.683034, 0.212192, 3.564424], [-5.907518, 0.299947, 2.858331], [-4.341341, -2.112400, 3.395630], [-2.853215, -0.679151, 3.228951], [-3.913745, -0.981694, 1.829653], [-4.225569, 1.197316, 3.472949], [-4.861664, -0.048904, 4.607503], [-6.107269, -0.549180, 2.457471], [-5.062236, -2.409982, 2.835847]], "forces_ev_per_a": [[0.151, 1.374, -3.442], [0.297, -1.546, 3.949], [-0.450, 0.105, -0.726], [0.385, 0.153, 0.051], [-0.537, -0.179, 0.217], [0.065, 0.118, 0.077], [1.700, -1.136, -0.517], [-1.544, 1.210, -1.247], [-1.126, -1.588, -0.680], [0.236, -0.075, -0.276], [-0.589, -0.229, 1.392], [0.419, 0.096, 0.932], [-0.084, -0.015, 0.620], [0.571, -0.002, -0.163], [-0.314, -0.270, 0.179], [0.017, -0.216, -0.035], [-0.052, -0.685, -0.459], [0.250, 0.104, 0.786], [0.914, 0.945, 0.256], [0.049, -0.383, -0.069], [-0.885, 0.233, -0.126], [0.094, 0.953, 0.012], [0.426, 0.651, -0.666], [0.007, -0.301, 0.337], [-0.704, 1.076, 0.829], [1.370, 1.225, -0.749], [-0.999, 0.154, -0.749], [0.936, -0.330, -0.998], [-0.091, -0.854, 0.220], [0.183, -0.085, -0.002], [-0.102, 0.406, -0.002], [0.035, 0.034, -0.044], [0.168, 0.073, 0.074], [-0.395, -0.125, 0.692], [-0.002, -0.115, 0.261], [-0.020, 0.414, 0.253], [-0.690, -0.481, -0.638], [0.172, -0.784, 0.755], [0.014, -0.438, 0.010], [0.045, 0.265, -0.110], [0.198, -0.239, -0.968], [0.358, -0.771, 0.078], [-1.342, 0.090, -0.635], [-1.092, 2.227, 0.643], [-1.948, 0.566, -0.986], [0.076, 0.591, 0.276], [0.088, -0.168, 0.100], [-0.173, -0.444, 0.209], [0.570, -0.210, -0.038], [0.403, 0.742, -0.537], [0.184, -0.736, 0.559], [0.353, -0.270, -0.453], [0.510, -0.095, 0.293], [1.221, -0.139, 0.183], [0.926, -0.167, 0.892], [0.358, 0.175, 0.222], [-0.203, -0.561, 0.586], [-0.228, 1.118, -2.257], [0.069, -1.759, -0.123], [0.370, 0.076, -0.191], [0.385, 1.051, 1.226], [-0.800, 0.274, -0.705], [-1.779, 0.821, -0.377], [-0.153, -0.122, -0.421], [-0.235, 0.286, -0.085], [0.685, -0.853, 0.162], [0.356, 0.268, 0.354], [0.335, -0.178, 0.576], [0.024, -0.301, -0.098], [0.047, -0.079, -0.316], [0.599, -0.240, -0.034], [0.364, -0.390, 0.238], [-0.253, -0.411, 0.596], [-0.152, 0.108, 0.927], [-0.881, -0.055, 0.030], [0.496, -0.518, 0.532], [-1.258, -0.437, 0.616], [2.171, -0.272, 1.031], [-0.671, -0.472, -0.173], [0.250, -0.340, 0.485], [0.155, 0.324, -0.175], [-0.186, -0.177, 0.075], [0.246, 0.039, -0.224], [0.244, -0.209, -0.048], [-0.692, 0.239, -0.705], [0.262, 0.482, -0.195], [-0.138, 0.203, -0.186], [0.687, -0.008, -0.384], [-0.576, 0.460, 0.022], [0.189, 0.320, -0.695], [-0.338, 0.443, -0.049], [0.730, 0.228, 0.761], [0.805, -1.274, -0.074], [0.128, 0.379, -0.631], [-0.894, -0.433, 0.389], [0.539, 0.177, -0.015], [0.031, 1.006, -0.424], [0.106, 0.094, -0.305], [-0.263, -0.364, 0.167], [-0.877, 0.361, -0.091], [-0.248, -0.153, 0.233], [0.639, 1.598, 0.496], [-0.305, -0.259, -1.569], [-1.036, 0.553, 0.080], [-0.197, -1.726, 0.866], [0.348, -0.877, -0.124], [0.148, 0.954, -0.142], [0.135, -0.158, 0.048], [0.164, 0.015, 0.169], [-0.055, 0.021, 0.090], [0.103, -0.172, 0.017]], "lowdin_spin": [0.01, 0.01, 0.00, 0.00, 0.00, 0.00, 0.01, 0.01, 0.03, 0.01, 0.08, 0.01, 0.00, 0.00, 0.00, 0.00, 0.01, 0.02, 0.05, 0.00, 0.02, 0.00, 0.00, 0.01, 0.00, 0.00, 0.00, 0.01, 0.00, 0.00, 0.00, 0.00, 0.00, 0.00, 0.00, 0.00, 0.00, 0.00, 0.00, 0.00, 0.03, 0.01, 0.03, 0.01, 0.13, 0.00, 0.01, 0.00, 0.01, 0.00, 0.01, 0.01, 0.04, 0.01, 0.02, 0.00, 0.00, 0.08, 0.01, 0.02, 0.01, 0.01, 0.01, 0.04, 0.01, 0.01, 0.01, 0.01, 0.00, 0.00, 0.00, 0.01, 0.00, 0.01, 0.01, 0.00, 0.01, 0.00, 0.01, 0.00, 0.00, 0.00, 0.00, 0.00, 0.00, 0.00, 0.00, 0.00, 0.00, 0.00, 0.00, 0.02, 0.01, 0.01, 0.01, 0.01, 0.00, 0.00, 0.00, 0.00, 0.00, 0.01, 0.01, 0.00, 0.01, 0.00, 0.00, 0.00, 0.00, 0.00, 0.00], "charge": -1, "gap_ev": [1.46, 8.40], "s_squared": 0.75, "max_force_ha_per_bohr": 0.0827, "multiplicity": 2, "e_tot_ha": -2020.96958}